[1]
C22H27IN3O9Ru | the ωB97M-V functional and the def2-TZVPD basis

Calculated values
**Expectation value of S²**: 8.760
**HOMO (spin up / spin down)**: -0.340 / -1.628 eV
**Multiplicity**: 6
**Net charge**: -2

Atoms and positions in Å:
Ru (-0.0299, 0.3232, -1.1353)
O (2.9788, 1.1937, 0.6094)
C (3.6691, 1.5968, -0.5427)
C (3.2990, 0.8676, -1.8320)
N (2.0221, 1.2166, -2.4497)
C (1.7856, 2.6484, -2.5204)
C (1.2687, 3.2443, -1.1953)
O (1.4142, 4.4530, -1.0117)
O (0.7238, 2.4127, -0.3914)
C (1.9201, 0.5657, -3.7543)
C (0.4805, 0.6734, -4.2805)
O (0.2287, 1.4683, -5.2172)
O (-0.3787, 0.0021, -3.6555)
H (2.0585, 1.5097, 0.5243)
H (4.7263, 1.3666, -0.3600)
H (3.6101, 2.6841, -0.6896)
H (3.2895, -0.2100, -1.6481)
H (4.1131, 1.0913, -2.5536)
H (1.0213, 2.8283, -3.2793)
H (2.6788, 3.2095, -2.8380)
H (2.1492, -0.4920, -3.6017)
H (2.6281, 1.0050, -4.4760)
I (-4.5555, 4.9405, -1.5289)
C (-3.2007, 3.5095, -2.1054)
C (-2.7400, 3.2679, -3.3829)
N (-1.8849, 2.2439, -3.2875)
N (-1.7638, 1.8056, -2.0309)
C (-2.5509, 2.5669, -1.2932)
H (-2.9522, 3.7385, -4.3271)
H (-1.3651, 1.7694, -4.0311)
H (-2.6074, 2.3997, -0.2309)
C (2.1303, -1.9699, 0.8848)
C (1.3060, -2.6694, -0.1966)
C (2.1939, -3.7155, -0.8853)
C (0.1357, -3.4042, 0.4811)
C (0.7359, -1.7021, -1.2112)
H (2.4869, -2.6873, 1.6360)
H (1.5416, -1.1992, 1.3774)
H (2.9940, -1.4666, 0.4511)
H (2.6094, -4.4345, -0.1683)
H (3.0259, -3.2260, -1.3987)
H (1.6207, -4.2690, -1.6348)
H (0.4946, -4.1338, 1.2199)
H (-0.4661, -3.9328, -0.2635)
H (-0.5196, -2.6938, 0.9866)
H (0.3637, -2.2668, -2.0814)
O (-2.1756, -0.2244, 0.2437)
C (-1.5014, -0.0970, 1.2890)
O (-0.3345, 0.3439, 1.3653)
C (-2.1535, -0.5308, 2.6027)
C (-3.4631, -0.9964, 2.6057)
C (-4.0917, -1.4038, 3.7862)
C (-3.3435, -1.3262, 4.9359)
O (-3.7268, -1.6380, 6.2341)
C (-2.5247, -1.5676, 6.9883)
O (-1.5561, -0.8648, 6.2363)
C (-2.0411, -0.8641, 4.9342)
C (-1.4104, -0.4562, 3.7886)
H (-3.9735, -1.0380, 1.6535)
H (-5.1111, -1.7652, 3.7973)
H (-2.1669, -2.5885, 7.1855)
H (-2.7199, -1.0260, 7.9161)
H (-0.3955, -0.0864, 3.7570)


[2]
CN2O3S | the ωB97M-V functional and the def2-TZVPD basis

Calculated values
**HOMO (spin up / spin down)**: -10.039 / -10.045 eV
**Multiplicity**: 1
**Net charge**: 0

Atoms and positions in Å:
C (0.6044, 0.4586, 0.0009)
N (-0.2615, 1.4013, -0.0019)
N (-0.2065, -0.9236, 0.0037)
O (-1.4699, 1.3951, 0.0001)
O (-1.3893, -0.8142, -0.0008)
O (0.4791, -1.8893, -0.0026)
S (2.2436, 0.3720, 0.0005)


[3]
C6H15N | the ωB97M-V functional and the def2-TZVPD basis

Calculated values
**HOMO**: -8.620 eV
**Multiplicity**: 1
**Net charge**: 0

Atoms and positions in Å:
C (1.2798, -1.9316, 0.6107)
N (0.7717, -1.0164, -0.3955)
C (-0.4497, -0.3106, -0.0152)
C (-0.8306, 0.7254, -1.0882)
C (0.1334, 1.9021, -1.1270)
C (-2.2463, 1.2267, -0.7458)
C (1.5488, -1.3604, 2.0198)
H (2.2140, -2.3440, 0.2401)
H (0.5148, -2.7081, 0.6786)
H (1.4496, -0.3228, -0.6855)
H (-1.2231, -1.0781, -0.0467)
H (-0.3799, 0.1583, 0.9716)
H (-0.8451, 0.1332, -1.9989)
H (0.1171, 2.4672, -0.1934)
H (1.1379, 1.5431, -1.3316)
H (-0.1059, 2.6319, -1.9064)
H (-2.6261, 1.8446, -1.5589)
H (-2.2193, 1.8331, 0.1558)
H (-2.9229, 0.3755, -0.6959)
H (0.5744, -1.0688, 2.4132)
H (2.2277, -0.5103, 2.0510)
H (1.8795, -2.1899, 2.6482)


[4]
C7H10 | the ωB97M-V functional and the def2-TZVPD basis

Calculated values
**HOMO**: -9.306 eV
**Multiplicity**: 1
**Net charge**: 0

Atoms and positions in Å:
C (1.6677, -1.1062, -0.1042)
C (0.4111, -0.2844, 0.0288)
C (-0.9823, -0.9462, -0.0834)
C (-1.4851, 0.4212, -0.5192)
C (-0.7010, 1.4814, 0.2482)
C (0.2489, 0.7459, 1.1777)
C (-0.1076, 0.8263, -0.9636)
H (1.8375, -1.6992, 0.8029)
H (1.5976, -1.7993, -0.9507)
H (2.5474, -0.4706, -0.2559)
H (-1.3942, -1.4417, 0.8062)
H (-1.0080, -1.6344, -0.9361)
H (-2.4265, 0.6663, -1.0012)
H (-1.0736, 2.4983, 0.3305)
H (-0.1299, 0.3818, 2.1423)
H (1.1740, 1.3128, 1.3321)
H (0.2603, 1.2119, -1.9060)


It is found that the energy relative to the best compared isomer or geometry (same formula, charge and spin) values, taken in the order of the records, are 0.9975 2.9739 0.5961 2.2646 eV.